Entry 1:
Entry from the Open Molecules 2025 dataset: C5H8O in the gas phase (ωB97M-V/def2-TZVPD).

Each line ends with the Löwdin charge.
Geometry (Å):
C -2.845 -0.215 0.106  -0.11
C -1.417 0.106 0.044  -0.08
C -0.262 0.445 -0.043  -0.05
C 1.123 0.897 -0.226  -0.19
C 2.164 -0.154 0.185  -0.28
O 1.964 -1.396 -0.446  -0.07
H -3.020 -1.294 0.164  0.07
H -3.313 0.252 0.978  0.08
H -3.352 0.158 -0.789  0.08
H 1.263 1.152 -1.283  0.12
H 1.288 1.814 0.354  0.12
H 3.157 0.188 -0.125  0.12
H 2.173 -0.256 1.281  0.12
H 1.076 -1.697 -0.202  0.08

The structure (SMILES) is CC#CCCO. As for the HOMO energy: -9.601 eV. The LUMO energy comes out at 0.0335 hartree. The value obtained for the energy above the lowest of the compared OMol25 structures with the same formula, charge and spin is 43.4 kcal/mol.

---

Entry 2:
Entry from the Open Molecules 2025 dataset: C3H6N3P in the gas phase at a distorted geometry (ωB97M-V/def2-TZVPD).

Each line ends with the Löwdin charge.
Geometry (Å):
P 2.412 -0.425 0.063  0.80
N 1.200 0.816 0.090  -0.25
C -0.056 0.216 0.081  -0.54
N -0.137 -1.084 -0.093  0.04
C -1.464 -1.337 -0.059  -0.15
C -2.121 -0.191 0.176  -0.15
N -1.242 0.837 0.225  0.11
H 3.421 0.396 0.610  -0.12
H 2.862 -0.216 -1.178  -0.15
H 1.442 1.560 -0.548  0.07
H -1.979 -2.242 -0.157  0.09
H -3.145 -0.073 0.089  0.08
H -1.194 1.743 0.703  0.17

The structure (SMILES) is PNc1ncc[nH]1. As for the HOMO energy: -8.162 eV. The LUMO energy comes out at 0.0299 hartree. The value obtained for the energy above the lowest of the compared OMol25 structures with the same formula, charge and spin is 24.8 kcal/mol.

---

Entry 3:
Entry from the Open Molecules 2025 dataset: C3H4ClFO2 in the gas phase at a distorted geometry (ωB97M-V/def2-TZVPD).

Each line ends with the Löwdin charge.
Geometry (Å):
F -2.081 0.149 0.668  0.06
C -0.935 0.675 0.227  -0.78
Cl -1.206 2.351 -0.372  0.69
C -0.187 -0.238 -0.757  -0.07
C 1.035 -0.703 0.176  -0.15
O 1.301 0.420 0.996  -0.10
O 0.050 0.869 1.417  -0.10
H 0.106 -0.011 -1.740  0.10
H -0.851 -1.028 -0.867  0.09
H 0.916 -1.707 0.751  0.16
H 1.852 -0.778 -0.497  0.10

The structure (SMILES) is F[C@]1(Cl)CCOO1. As for the HOMO energy: -9.962 eV. The LUMO energy comes out at 0.0305 hartree. The value obtained for the energy above the lowest of the compared OMol25 structures with the same formula, charge and spin is 86.0 kcal/mol.

---

Entry 4:
Entry from the Open Molecules 2025 dataset: a molecular structure, C33H37FN2OPSiTa (ωB97M-V/def2-TZVPD).

Each line ends with the Löwdin charge.
Geometry (Å):
Ta 0.447 0.705 -0.822  1.61
C 2.341 -0.508 -4.209  -0.02
C 2.124 0.932 -3.750  -0.35
C 2.553 1.086 -2.290  -0.09
C 0.696 1.448 -3.887  -0.24
C 0.001 1.215 -5.228  0.01
O -1.290 0.670 -4.841  0.08
C -1.342 0.478 -3.557  -0.27
N -0.242 0.798 -2.898  -0.04
C -2.659 0.046 -3.056  -0.11
C -3.689 0.000 -3.996  0.05
C -4.999 -0.266 -3.616  0.02
C -5.308 -0.477 -2.285  0.01
C -4.292 -0.460 -1.334  -0.05
C -2.975 -0.212 -1.704  -0.29
P -1.769 -0.331 -0.395  1.06
C -1.910 -1.856 0.503  -0.35
C -1.312 -2.004 1.761  -0.10
C -1.389 -3.222 2.409  -0.03
C -2.036 -4.296 1.804  -0.01
C -2.604 -4.158 0.545  -0.02
C -2.547 -2.940 -0.113  -0.06
C -1.751 1.180 0.606  -0.37
C -1.295 2.327 -0.096  -0.23
C -1.199 3.571 0.549  -0.01
C -1.592 3.672 1.872  -0.01
C -2.053 2.545 2.557  0.01
C -2.099 1.296 1.951  -0.03
H 3.356 -0.832 -3.975  0.11
H 2.231 -0.608 -5.287  0.10
H 1.642 -1.196 -3.728  0.08
H 2.761 1.592 -4.345  0.17
H 2.327 0.166 -1.688  0.05
H 2.222 2.037 -1.813  0.10
H 3.638 1.097 -2.168  0.14
H 0.706 2.519 -3.656  0.16
H 0.484 0.483 -5.869  0.14
H -0.191 2.126 -5.786  0.16
H -3.475 0.190 -5.038  0.14
H -5.776 -0.295 -4.369  0.14
H -6.329 -0.668 -1.980  0.14
H -4.537 -0.665 -0.298  0.13
H -0.787 -1.179 2.226  0.10
H -0.950 -3.342 3.390  0.13
H -2.098 -5.246 2.320  0.13
H -3.103 -4.996 0.078  0.13
H -3.000 -2.840 -1.090  0.12
H -1.291 2.351 -1.194  0.10
H -0.898 4.450 -0.007  0.14
H -1.586 4.636 2.365  0.14
H -2.402 2.650 3.577  0.14
H -2.462 0.436 2.499  0.12
C 4.713 2.187 4.960  -0.15
Si 2.900 2.301 4.959  0.91
C 1.946 1.441 6.247  -0.15
C 2.061 3.406 3.774  -0.16
N 1.231 -0.295 0.433  -0.12
C 1.658 -1.616 0.509  -0.33
C 2.412 -2.231 1.503  0.00
C 2.740 -3.571 1.355  -0.02
C 2.330 -4.294 0.238  0.00
C 1.586 -3.696 -0.782  0.04
C 1.296 -2.377 -0.597  -0.20
F 0.586 -1.635 -1.558  -0.07
H 5.087 3.046 5.539  0.08
H 5.154 2.271 3.967  0.06
H 5.069 1.289 5.466  0.06
H 2.031 2.050 7.161  0.08
H 2.387 0.474 6.495  0.06
H 0.884 1.337 6.028  0.05
H 2.104 4.392 4.266  0.08
H 1.008 3.192 3.597  0.02
H 2.592 3.535 2.831  0.05
H 2.731 -1.670 2.370  0.12
H 3.329 -4.064 2.116  0.13
H 2.602 -5.337 0.145  0.14
H 1.274 -4.238 -1.664  0.14

As for the HOMO energy: -19.062 eV. The LUMO energy comes out at -0.4674 hartree. Its total charge is +4.

---

Entry 5:
Entry from the Open Molecules 2025 dataset: a molecular structure, C6H4Cl2N2O at a distorted geometry (ωB97M-V/def2-TZVPD).

Each line ends with the Löwdin charge.
Geometry (Å):
C -0.059 -0.798 0.786  -0.04
C -1.279 -0.227 0.697  -0.07
C 0.966 -0.320 -0.031  -0.12
C -0.266 1.409 -0.818  -0.03
C -1.468 0.978 -0.127  -0.17
C -2.615 1.614 -0.245  -0.19
N 0.836 0.714 -0.782  0.07
N -4.098 -0.270 -0.611  -1.03
O -3.291 2.535 -0.289  0.25
Cl -3.136 -1.593 -0.971  0.50
Cl -4.616 -0.342 0.967  0.46
H 0.227 -1.495 1.554  0.12
H -2.105 -0.534 1.191  0.01
H 1.986 -0.493 0.182  0.11
H -0.269 2.246 -1.518  0.13

As for the HOMO energy (alpha / beta): -7.731 / -7.554 eV. The LUMO energy (alpha / beta) comes out at -0.0568 / -0.0587 hartree.

---

Entry 6:
Entry from the Open Molecules 2025 dataset: 10 unconnected molecules or ions with the total composition C28H55F3NO38PS9 at a distorted geometry (ωB97M-V/def2-TZVPD).

Each line ends with the Löwdin charge.
Geometry (Å):
C -2.517 -1.704 -1.618  0.00
C -1.549 -0.688 -1.450  -0.14
C -0.013 -1.158 -1.353  -0.16
C 0.855 -0.094 -0.508  -0.30
C 2.425 -0.474 -0.467  -0.16
O 2.822 -1.175 0.729  -0.21
C 2.792 -2.609 0.564  -0.38
P 4.184 -3.335 -0.515  0.89
C 3.287 -4.404 -1.825  -0.27
O 5.079 -2.070 -1.299  -0.37
N 0.292 0.241 0.824  -0.05
C -0.186 -0.939 1.588  -0.19
C 0.328 -0.728 3.119  -0.05
C 0.555 -2.089 3.899  -0.42
F 0.269 -1.825 5.276  0.02
F -0.274 -3.144 3.502  0.08
F 1.918 -2.480 3.888  0.06
H -3.638 -1.495 -1.550  0.02
H -2.141 -2.765 -1.817  0.08
H -1.824 0.417 -1.356  0.11
H 0.080 -2.213 -0.914  0.10
H 0.449 -1.186 -2.405  0.10
H 0.811 0.877 -1.124  0.15
H 2.685 -1.021 -1.436  0.12
H 3.013 0.512 -0.473  0.11
H 2.922 -3.054 1.614  0.08
H 1.770 -2.994 0.199  0.08
H 2.670 -5.229 -1.296  0.03
H 4.042 -4.860 -2.554  0.05
H 2.606 -3.695 -2.398  0.03
H 4.846 -2.172 -2.266  0.03
H -0.503 0.888 0.761  0.10
H 0.244 -1.932 1.264  0.10
H -1.322 -0.915 1.649  0.13
H -0.374 -0.089 3.736  0.12
H 1.312 -0.145 3.048  0.13
O -4.429 -0.279 -3.783  -0.23
S -5.437 -0.054 -2.791  0.64
O -5.563 -0.858 -1.613  -0.24
O -6.875 0.000 -3.534  -0.18
C -7.502 1.260 -3.276  -0.18
C -6.360 2.239 -3.064  -0.17
O -5.371 1.504 -2.343  -0.19
H -8.107 1.160 -2.375  0.11
H -8.141 1.545 -4.111  0.13
H -6.668 3.122 -2.505  0.14
H -5.922 2.548 -4.017  0.11
O 0.929 0.796 11.488  -0.22
S 1.183 0.701 10.084  0.65
O 1.454 1.845 9.266  -0.24
O -0.021 -0.146 9.407  -0.19
C 0.514 -1.296 8.747  -0.17
C 1.781 -1.643 9.512  -0.17
O 2.364 -0.384 9.851  -0.19
H 0.739 -1.021 7.713  0.12
H -0.210 -2.110 8.756  0.14
H 2.472 -2.242 8.920  0.14
H 1.549 -2.170 10.442  0.13
O 6.039 -0.367 -6.627  -0.22
S 6.082 -0.929 -5.312  0.65
O 4.922 -1.444 -4.645  -0.23
O 6.809 0.134 -4.330  -0.19
C 7.962 -0.467 -3.738  -0.17
C 8.435 -1.502 -4.745  -0.17
O 7.238 -2.066 -5.284  -0.19
H 7.656 -0.940 -2.800  0.13
H 8.721 0.287 -3.532  0.14
H 9.053 -2.275 -4.289  0.14
H 8.987 -1.033 -5.565  0.13
O 3.282 -8.043 1.388  -0.22
S 2.085 -7.291 1.167  0.65
O 1.686 -6.827 -0.128  -0.24
O 2.085 -6.029 2.186  -0.20
C 0.924 -6.081 3.015  -0.18
C 0.578 -7.556 3.127  -0.17
O 0.847 -8.098 1.834  -0.19
H 0.125 -5.524 2.518  0.13
H 1.129 -5.630 3.986  0.13
H -0.463 -7.720 3.404  0.14
H 1.228 -8.061 3.848  0.13
O 7.036 2.606 -1.570  -0.23
S 5.749 2.616 -0.943  0.65
O 4.791 1.570 -1.128  -0.22
O 5.039 4.037 -1.266  -0.19
C 4.731 4.709 -0.044  -0.17
C 5.773 4.225 0.952  -0.17
O 5.961 2.843 0.649  -0.18
H 3.724 4.413 0.264  0.13
H 4.765 5.789 -0.184  0.14
H 5.452 4.352 1.985  0.14
H 6.729 4.737 0.803  0.13
O 3.789 7.771 8.967  -0.23
S 2.453 7.415 8.597  0.64
O 1.396 8.373 8.498  -0.23
O 1.968 6.204 9.558  -0.19
C 1.614 5.071 8.761  -0.17
C 2.470 5.178 7.510  -0.17
O 2.514 6.575 7.211  -0.20
H 0.550 5.143 8.519  0.14
H 1.799 4.148 9.308  0.11
H 2.054 4.619 6.673  0.14
H 3.492 4.841 7.701  0.13
O 1.606 -2.806 -6.550  -0.22
S 0.593 -2.575 -5.564  0.63
O 0.471 -3.369 -4.380  -0.24
O -0.842 -2.535 -6.314  -0.19
C -1.477 -1.275 -6.071  -0.17
C -0.340 -0.288 -5.863  -0.18
O 0.650 -1.014 -5.130  -0.20
H -2.087 -1.369 -5.168  0.13
H -2.113 -1.000 -6.910  0.13
H -0.653 0.596 -5.314  0.11
H 0.102 0.014 -6.818  0.14
O -2.684 1.353 -6.308  -0.22
S -2.844 2.602 -5.626  0.66
O -3.561 2.725 -4.394  -0.21
O -3.433 3.685 -6.678  -0.18
C -2.536 4.793 -6.780  -0.17
C -1.160 4.224 -6.475  -0.16
O -1.379 3.269 -5.435  -0.19
H -2.830 5.538 -6.035  0.13
H -2.589 5.235 -7.774  0.14
H -0.456 4.990 -6.152  0.14
H -0.751 3.695 -7.340  0.14
O -10.202 1.773 -2.567  -0.24
S -11.530 1.256 -2.408  0.66
O -12.451 1.144 -3.494  -0.21
O -12.244 2.065 -1.200  -0.19
C -12.648 1.148 -0.181  -0.17
C -11.666 -0.008 -0.272  -0.17
O -11.430 -0.183 -1.669  -0.18
H -13.667 0.820 -0.402  0.13
H -12.627 1.631 0.796  0.14
H -12.058 -0.924 0.170  0.14
H -10.713 0.244 0.203  0.13

The structure (SMILES) is C=CC[C@H](COCP(C)O)NCCC(F)(F)F.O=S1(=O)OCCO1.O=S1(=O)OCCO1.O=S1(=O)OCCO1.O=S1(=O)OCCO1.O=S1(=O)OCCO1.O=S1(=O)OCCO1.O=S1(=O)OCCO1.O=S1(=O)OCCO1.O=S1(=O)OCCO1. As for the HOMO energy: -7.201 eV. The LUMO energy comes out at 0.0019 hartree.